No. 1
Here is C7H25BeN12O9 as an isolated structure from OMol25. Energies are from wB97M-V/def2-TZVPD.

- total charge = +1
- LUMO level (eV) = -2.86

Geometry (Å):
Be 13.178353 7.776264 2.168260
O 13.202717 9.939628 5.614299
C 12.978772 10.560087 4.404568
O 12.382940 11.622420 4.334716
O 13.273508 9.835552 3.390479
H 13.514293 9.074964 5.306701
C 9.755354 6.490719 1.628889
O 10.974891 6.593401 1.677070
N 9.056837 5.530935 2.286260
N 8.934960 7.414439 1.055541
H 9.548945 4.658659 2.405824
H 8.059433 5.413040 2.286940
H 7.944308 7.429230 0.904447
H 9.465087 8.142578 0.600902
C 16.154054 8.502623 0.647298
O 15.218175 8.556458 1.456877
N 17.256886 9.271630 0.811418
N 16.243206 7.555999 -0.307163
H 17.135236 10.028986 1.461681
H 17.884560 9.309927 0.028378
H 15.518934 6.893483 -0.502915
H 17.043016 7.516626 -0.914616
C 13.304765 3.916322 2.740188
O 13.749311 5.049320 2.653295
N 13.305321 3.189524 3.914873
N 12.794174 3.191484 1.699334
H 13.781289 3.577666 4.711652
H 12.399846 2.783101 4.103581
H 12.990126 3.524388 0.772862
H 12.662041 2.220409 1.920874
C 11.712581 7.072863 5.264715
O 11.898731 7.544618 4.154628
N 11.091456 7.759943 6.259998
N 11.952709 5.760304 5.592004
H 10.887147 7.291970 7.122695
H 10.709115 8.680078 6.127195
H 12.046028 5.070385 4.873842
H 11.796232 5.547553 6.559315
C 13.146403 5.821291 -0.611347
O 13.611072 6.654219 0.167849
N 11.887776 5.755944 -1.105991
N 13.939502 4.818584 -1.101179
H 11.820821 5.300919 -1.999198
H 11.193521 6.417542 -0.806239
H 13.508428 4.067865 -1.611424
H 14.874501 4.673639 -0.762942
C 15.945938 7.473247 4.427049
O 14.780379 7.621169 4.076769
N 16.943070 8.352598 4.152890
N 16.280134 6.494865 5.318707
H 17.737570 8.423150 4.759138
H 16.613553 9.108035 3.574563
H 15.565733 5.820788 5.514056
H 17.234821 6.442900 5.620264

Atoms 1-6, force components in eV/Å:
Be 1.460 1.010 2.119
O 0.317 0.090 -0.080
C -2.206 -0.160 -1.154
O 0.705 0.114 0.900
O 0.781 -1.481 -1.989
H 0.224 -0.019 0.251

No. 2
Here is C25H44N9O6P2Pt as an isolated structure from OMol25. Energies are from wB97M-V/def2-TZVPD.

- 2S+1 = 5
- total charge = +3
- LUMO level (alpha / beta) (eV) = -9.02 / -11.96

Geometry (Å):
Pt 0.095150 0.059965 0.203050
O -3.111275 2.683310 0.459054
C -2.217069 2.123849 -0.092602
N -1.940294 0.729391 0.166096
C -3.022240 -0.169268 0.463073
O -4.123207 0.072694 0.067261
C -2.563519 -1.365932 1.180464
C -3.457183 -2.304098 1.645765
C -2.953718 -3.388814 2.354511
C -1.589593 -3.471360 2.553179
C -0.753246 -2.489802 2.031963
N -1.234574 -1.447950 1.362223
C -1.224460 2.684146 -1.025633
C -1.379836 3.931865 -1.590518
C -0.443233 4.337331 -2.534049
C 0.589289 3.473699 -2.858528
C 0.686480 2.243326 -2.220957
N -0.211764 1.856804 -1.318541
H -4.514960 -2.171574 1.460691
H -3.618549 -4.148569 2.743156
H -1.156166 -4.294019 3.105708
H 0.314768 -2.529890 2.141403
H -2.228504 4.542426 -1.309658
H -0.529154 5.302119 -3.016442
H 1.325235 3.740246 -3.605281
H 1.494755 1.559714 -2.433647
C 2.646742 -2.224786 3.966392
N 3.563917 -1.691904 2.949754
C 5.001117 -1.928225 3.199924
P 3.130526 -0.848029 1.658650
O 1.658683 -1.087977 1.339297
O 3.294907 0.726411 2.062701
P 2.692999 1.883012 1.132637
O 1.982974 1.222886 -0.041920
N 1.663109 2.631531 2.174793
C 1.224421 4.006946 1.877012
C 0.674779 1.771111 2.760358
N 3.877391 2.857882 0.683563
C 4.001215 3.409654 -0.671713
C 4.677022 3.547764 1.715708
N 4.150632 -0.987106 0.410691
C 4.054485 -2.145274 -0.480887
C 5.436265 -0.278427 0.314183
H 2.723516 -3.311413 3.996209
H 1.624673 -1.942470 3.740058
H 2.898625 -1.826475 4.948885
H 5.087741 -2.646452 4.010768
H 5.515594 -1.014598 3.499407
H 5.489741 -2.352615 2.324647
H 1.915710 4.482258 1.184171
H 1.199791 4.591000 2.795186
H 0.227056 4.009134 1.429681
H 1.104052 0.968184 3.354137
H 0.092712 1.246805 1.923288
H -0.059358 2.325149 3.341150
H 3.413748 2.823196 -1.372714
H 5.046793 3.368392 -0.974774
H 3.672485 4.450912 -0.696860
H 4.581940 3.047217 2.677249
H 4.357150 4.585434 1.820218
H 5.723814 3.527689 1.416242
H 3.023674 -2.477701 -0.559525
H 4.677597 -2.976360 -0.140703
H 4.394337 -1.844812 -1.472511
H 5.529430 0.481794 1.084287
H 5.512678 0.201592 -0.662659
H 6.265992 -0.978378 0.420848
C 1.404953 -2.389783 -4.289611
N 0.466841 -1.951754 -3.249043
C -0.443054 -0.863393 -3.588431
C 0.466203 -2.454199 -2.012104
O 0.021670 -1.799081 -0.992859
N 0.860322 -3.724439 -1.821895
C 1.048656 -4.257817 -0.478515
C 0.629474 -4.767299 -2.833475
H 1.845644 -1.505503 -4.747896
H 0.910791 -2.971234 -5.067112
H 2.200154 -2.984318 -3.847811
H -0.204036 -0.514737 -4.589057
H -0.348470 -0.041471 -2.891664
H -1.479808 -1.203126 -3.585908
H 1.276084 -3.459306 0.217281
H 1.872516 -4.970833 -0.499692
H 0.149191 -4.781245 -0.144720
H 0.168802 -4.350543 -3.722290
H -0.050410 -5.508595 -2.413079
H 1.562101 -5.261289 -3.103123

Atoms 1-6, force components in eV/Å:
Pt 0.549 0.126 -0.032
O 0.050 0.055 0.029
C -0.206 -0.219 0.203
N 0.078 -0.155 0.046
C -0.083 0.320 -0.269
O -0.031 -0.055 -0.007

No. 3
Here is C30H52BrMnN3P2S as an isolated structure from OMol25. Energies are from wB97M-V/def2-TZVPD.

- 2S+1 = 6
- total charge = +2
- LUMO level (alpha / beta) (eV) = -6.11 / -8.62

Geometry (Å):
N -5.411527 1.897921 -3.151681
C -5.188787 2.557715 -2.012179
C -3.963148 2.445564 -1.330348
C -2.939297 1.654749 -1.873339
C -3.172506 1.007194 -3.100660
C -4.455074 1.143521 -3.686464
C -1.597003 1.700127 -1.214771
Mn -0.394057 0.241047 -0.510430
P 2.618528 -0.350487 -0.239188
C -0.366866 1.529115 -2.017146
C 0.676044 2.615950 -2.018338
C 1.632551 2.668221 -3.062107
C 2.709472 3.549530 -2.997729
C 2.813172 4.445867 -1.920246
C 1.827373 4.455254 -0.925884
C 0.744050 3.569754 -0.984364
Br 4.236707 5.594171 -1.798479
H -1.620816 2.429991 -0.395264
H -0.440124 0.969396 -2.963740
H -3.788437 3.056459 -0.451664
H -2.386978 0.500690 -3.672603
H -5.974187 3.196521 -1.614382
H -4.697394 0.632502 -4.627133
H 1.527352 2.014887 -3.938987
H -0.013262 3.612406 -0.202011
H 3.470080 3.532002 -3.772231
H 1.943808 5.135216 -0.086553
P -1.223343 -1.997344 -0.966361
C 3.041699 1.382006 0.069850
C 4.449459 1.832919 -0.329368
H 2.854191 1.611473 1.134555
H 2.308467 1.926703 -0.535737
H 4.546681 2.917092 -0.194442
H 5.202859 1.340112 0.292706
H 4.664610 1.628237 -1.384116
C 2.426201 -0.610229 -2.002945
C 3.744678 -1.059893 -2.639621
H 2.074995 0.340166 -2.436448
H 1.650382 -1.373122 -2.176647
H 3.592612 -1.306069 -3.692725
H 4.507498 -0.280273 -2.592629
H 4.138654 -1.946236 -2.134276
C 1.526220 -0.942250 1.062258
C 2.342753 -1.692742 2.129206
H 0.774860 -1.616736 0.595418
H 0.987396 -0.076810 1.513976
H 1.710410 -2.345070 2.743570
H 3.098786 -2.320717 1.641078
H 2.856776 -0.988497 2.795275
C -1.279016 -2.944381 0.612441
C -1.709473 -4.395738 0.457030
H -1.949078 -2.384037 1.282601
H -0.292782 -2.911015 1.091966
H -2.776267 -4.492885 0.233115
H -1.130887 -4.911692 -0.318231
H -1.518999 -4.915898 1.406844
C -0.212160 -3.022933 -2.126299
C -0.069631 -2.449318 -3.541728
H -0.702191 -4.014811 -2.169395
H 0.778163 -3.167499 -1.655529
H -0.985133 -2.622643 -4.128629
H 0.130513 -1.363665 -3.551908
H 0.765910 -2.944939 -4.064354
C -2.921655 -2.199446 -1.603493
C -4.012316 -1.539035 -0.769925
H -3.082470 -3.288507 -1.636105
H -2.948062 -1.824863 -2.639298
H -4.061706 -0.456822 -0.952094
H -4.980924 -1.965540 -1.053998
H -3.884938 -1.696480 0.303852
C 1.742579 2.009340 4.698652
C 0.296742 1.587845 4.550047
N 0.083255 1.050108 3.186841
C -0.964214 0.230289 2.895391
S -1.847951 0.425814 1.423761
N -1.322509 -0.757980 3.739464
C -0.336620 -1.620114 4.437439
C -1.012030 -2.458956 5.507184
H 2.430711 1.228685 4.382208
H 1.937349 2.225848 5.748467
H 1.945135 2.913090 4.118181
H 0.023652 0.812651 5.273612
H -0.374886 2.445098 4.693409
H 0.248466 1.770915 2.473855
H -2.152332 -1.279540 3.415189
H 0.164720 -2.278311 3.712195
H 0.436251 -0.976412 4.876371
H -1.733139 -3.166278 5.080484
H -0.257980 -3.042486 6.041938
H -1.530643 -1.835497 6.243764

Atoms 1-6, force components in eV/Å:
N -0.474 0.077 0.076
C 1.184 -0.634 0.009
C -0.456 -0.059 -0.570
C 0.248 -0.131 -0.194
C -0.906 0.352 -0.239
C 0.939 0.008 0.596

No. 4
Here is a 2-piece molecular cluster, C2H8OS overall from OMol25. Energies are from wB97M-V/def2-TZVPD.

- 2S+1 = 2
- total charge = +1
- LUMO level (alpha / beta) (eV) = -4.73 / -9.66

Geometry (Å):
C -1.157012 3.630540 -2.126002
S 0.181056 3.225309 -0.945291
H -0.877511 4.309346 -2.920487
H -1.585007 2.626401 -2.244394
H -1.923747 4.119998 -1.512367
H 1.241127 3.460761 -1.760508
C 0.990268 -3.765023 1.895096
O -0.365013 -3.463487 2.221566
H 1.617569 -2.871966 1.853543
H 1.430096 -4.314082 2.727109
H 1.016167 -4.351294 0.984467
H -0.567997 -2.606508 1.827266

Atoms 1-6, force components in eV/Å:
C 0.030 -0.007 2.026
S -0.353 0.464 -0.812
H 0.213 -0.608 -0.450
H 0.057 0.098 -1.001
H 0.109 0.083 0.101
H -0.059 -0.015 0.129

No. 5
Here is a 12-piece molecular cluster, CH25O12 overall from OMol25. Energies are from wB97M-V/def2-TZVPD.

- total charge = -1
- LUMO level (eV) = 2.73

Geometry (Å):
C 0.273974 0.281342 -1.102316
O -0.157026 0.901342 0.086684
H 0.114974 -0.765658 -0.901316
H 1.325974 0.607342 -1.301316
H -0.324026 0.622342 -1.930316
O -1.534026 -2.632658 1.667684
H -1.670026 -1.872658 1.059684
H -0.986026 -2.217658 2.340684
O 1.303974 -3.212658 0.853684
H 0.529974 -3.256658 1.376684
H 1.467974 -2.266658 0.763684
O 0.128974 3.002342 1.538684
H -0.136026 2.125342 1.147684
H -0.219026 2.900342 2.444684
O -1.059026 0.316342 2.503684
H -0.685026 0.547342 1.625684
H -0.334026 -0.127658 2.930684
O -1.797026 2.397342 -0.879316
H -1.287026 3.039342 -1.314316
H -1.121026 1.744342 -0.618316
O -0.708026 -2.984658 -1.534316
H -0.066026 -3.095658 -0.863316
H -1.504026 -3.534658 -1.397316
O -2.226026 -0.940658 -0.372316
H -1.594026 -0.239658 -0.186316
H -1.714026 -1.490658 -0.931316
O -2.893026 0.770342 -2.970316
H -2.676026 1.487342 -3.545316
H -2.427026 1.131342 -2.180316
O 1.786974 2.896342 -1.000316
H 1.273974 2.197342 -0.619316
H 2.680974 2.713342 -0.721316
O 1.802974 -0.439658 1.451684
H 1.602974 -0.063658 2.345684
H 1.090974 -0.086658 0.815684
O 4.180974 -0.453658 -0.279316
H 3.320974 -0.504658 0.121684
H 4.230974 0.505342 -0.426316

Atoms 1-6, force components in eV/Å:
C 1.062 0.483 0.706
O 0.655 -0.729 0.050
H 0.756 -0.715 -1.028
H -0.537 -1.100 -0.269
H -0.224 -0.202 -0.699
O 0.604 0.067 0.109

No. 6
Here is C3H7N2 as an isolated structure from OMol25. Energies are from wB97M-V/def2-TZVPD.

- total charge = +1
- LUMO level (eV) = -4.21

Geometry (Å):
C 0.472092 1.096136 0.482045
C -0.216386 -0.733040 0.921898
C -0.386943 -0.250086 -1.634743
N -0.081982 0.113248 -0.261671
N 0.381726 0.414565 1.613582
H 0.917136 2.123822 0.292651
H -1.040201 -1.114814 1.404509
H 0.826504 -1.657885 0.683509
H -0.225904 -1.289115 -1.715505
H -1.489216 0.056731 -1.851785
H 0.265980 0.293973 -2.357232
H 0.577192 0.946463 2.422742

Atoms 1-6, force components in eV/Å:
C -0.413 -0.745 -1.296
C 6.891 -1.392 -0.943
C -1.542 2.635 -0.738
N -0.524 0.879 -0.277
N 0.955 1.825 -0.676
H -0.743 -1.582 -0.043

Taking the records one at a time from the top gives DFT total energy values of -1630.71817; -2724.42770; -6143.88009; -554.03223; -956.01639; -227.65843 Eh.
Taking the records one at a time from the top gives energy above the lowest of the compared OMol25 structures with the same formula, charge and spin values of 2.096; 0.000; 0.886; 1.629; 0.975; 2.610 eV.